A molecular structure, C22H17F5N3ORuTe4. Source: OMol25; level of theory: wB97M-V/def2-TZVPD.

Calculated values
Charge = -2
Spin multiplicity = 2
Energy above the lowest of the compared OMol25 structures with the same formula, charge and spin = 7.5 kcal per mole
HOMO-LUMO gap (alpha / beta) = 5.0 / 4.5 eV
<S²> = 0.990

Each line ends with the natural charge from an NBO analysis.
Atoms and positions in Å:
Ru -0.9207 -0.7634 -1.4482  0.385
C 1.4247 -3.8327 0.6156  -0.255
C 0.4151 -3.2055 -0.0773  0.040
N 0.3875 -1.8732 -0.3028  -0.414
C 1.3575 -1.1386 0.3317  0.090
C 2.4188 -1.7153 1.0583  0.016
C 2.4717 -3.0941 1.1710  -0.229
C 3.3504 -0.8252 1.7066  -0.186
C 3.2007 0.5129 1.6677  -0.201
C 2.1011 1.1144 0.9568  -0.095
C 1.8424 2.4761 0.9224  -0.172
C 0.7162 2.9339 0.2468  -0.282
C -0.1026 2.0251 -0.4027  0.067
N 0.1473 0.7163 -0.4316  -0.432
C 1.2128 0.2539 0.2785  0.221
H 1.3746 -4.9060 0.7437  0.207
H -0.4155 -3.7563 -0.4980  0.239
H 3.2614 -3.5714 1.7381  0.197
H 4.1636 -1.2725 2.2676  0.199
H 3.8906 1.1661 2.1904  0.199
H 2.4961 3.1652 1.4453  0.198
H 0.4590 3.9841 0.2296  0.208
H -0.9970 2.3340 -0.9258  0.218
Te -2.9204 -1.3469 0.0849  -0.049
Te -4.8400 -1.2957 -1.8611  -0.233
Te -3.9280 -3.0078 -3.8369  -0.231
Te -1.3322 -2.9383 -3.0350  -0.351
F 0.7991 0.9065 7.1260  -0.330
C 0.3099 0.4742 5.9330  0.163
C 0.8127 -0.6623 5.3227  0.247
F 1.8008 -1.3524 5.9395  -0.327
C 0.3198 -1.1001 4.1137  0.242
F 0.8404 -2.2360 3.6026  -0.336
C -0.7216 -0.4398 3.3859  0.285
O -1.1575 -0.8210 2.2707  -0.739
C -1.2068 0.7148 4.0792  0.209
F -2.1977 1.4357 3.5124  -0.319
C -0.7114 1.1513 5.2885  0.258
F -1.2222 2.2641 5.8649  -0.326
C -0.1474 0.6271 -4.8983  -0.608
C -1.3325 1.0478 -4.0202  0.045
C -1.2613 2.5583 -3.7491  -0.606
C -2.6498 0.7182 -4.7344  -0.615
N -1.2762 0.3229 -2.7947  -0.451
H -0.1595 1.1698 -5.8497  0.180
H -0.1997 -0.4452 -5.0894  0.236
H 0.7894 0.8368 -4.3777  0.203
H -1.3943 3.1189 -4.6793  0.188
H -0.2949 2.8236 -3.3143  0.202
H -2.0499 2.8487 -3.0522  0.209
H -2.7230 1.2784 -5.6733  0.177
H -3.4970 0.9701 -4.0950  0.223
H -2.7046 -0.3491 -4.9468  0.237

Atomic forces in eV per Å
0.4 -0.4 -0.7
0.2 0.0 0.1
-0.1 0.1 -0.2
0.0 0.0 0.2
0.0 -0.3 0.1
0.0 0.2 0.0
-0.2 -0.2 -0.1
0.0 -0.1 0.0
0.0 0.1 0.0
0.0 -0.2 0.0
-0.1 0.2 0.0
0.1 -0.1 0.1
-0.1 0.0 0.0
-0.1 0.0 0.2
-0.1 0.3 0.0
0.0 0.0 0.0
0.0 0.0 0.0
0.0 0.0 0.0
0.0 0.0 0.0
0.0 0.0 0.0
0.0 0.0 0.0
0.0 0.0 0.0
0.0 0.0 0.0
-0.5 -0.1 0.4
0.0 -0.1 0.0
-0.1 0.0 0.2
0.1 0.1 -0.1
0.0 0.0 0.0
0.0 0.0 0.0
0.0 0.0 0.0
0.0 0.0 0.0
-0.1 0.0 0.0
0.0 0.0 0.0
0.0 0.1 0.0
0.2 -0.1 0.1
0.0 0.1 0.0
0.0 0.0 0.0
0.0 0.0 0.0
0.0 0.0 0.0
0.0 0.0 0.0
-0.2 -0.2 -0.1
0.0 0.0 0.0
0.0 0.0 0.0
0.4 0.4 -0.1
0.0 0.0 0.0
0.0 0.0 0.0
0.0 0.0 0.0
0.0 0.0 0.0
0.0 0.0 0.0
0.0 0.0 0.0
0.0 0.0 0.0
0.0 0.0 0.0
0.0 0.0 0.0

A molecular structure, C22H17GaO6PSe3Te in a non-equilibrium geometry. Source: OMol25; level of theory: wB97M-V/def2-TZVPD.

Calculated values
Charge = -1
Spin multiplicity = 1
Energy above the lowest of the compared OMol25 structures with the same formula, charge and spin = 19.2 kcal per mole
HOMO-LUMO gap = 7.1 eV

Each line ends with the natural charge from an NBO analysis.
Atoms and positions in Å:
Ga 1.1874 -3.3311 -0.9926  1.394
O -2.5654 -4.2642 -1.0171  -0.634
C -1.9091 -3.2805 -1.2974  0.816
O -0.6176 -3.3359 -1.4947  -0.888
C -2.6805 -1.9526 -1.5004  -0.818
P -1.7758 -0.4446 -0.9412  0.840
C -3.0228 0.8848 -1.2478  -0.338
C -2.5584 1.9914 -1.9577  -0.200
C -3.3720 3.0962 -2.1751  -0.222
C -4.6656 3.1035 -1.6758  -0.213
C -5.1437 2.0028 -0.9769  -0.236
C -4.3293 0.9011 -0.7650  -0.143
C -1.9258 -0.5718 0.8826  -0.238
C -1.9996 -1.7878 1.5622  -0.244
C -1.8737 -1.8342 2.9445  -0.204
C -1.6878 -0.6688 3.6704  -0.225
C -1.6377 0.5502 3.0079  -0.201
C -1.7409 0.5964 1.6285  -0.246
H -3.6516 -2.0566 -1.0177  0.236
H -2.8268 -1.8394 -2.5774  0.253
H -1.5435 1.9843 -2.3396  0.221
H -2.9933 3.9486 -2.7254  0.209
H -5.3015 3.9672 -1.8266  0.207
H -6.1546 2.0087 -0.5868  0.208
H -4.7100 0.0495 -0.2126  0.207
H -2.1491 -2.7160 1.0268  0.230
H -1.9028 -2.7909 3.4506  0.214
H -1.5729 -0.7109 4.7462  0.206
H -1.5009 1.4660 3.5703  0.205
H -1.6746 1.5492 1.1143  0.211
Se 1.4714 -4.4859 1.0630  -0.529
Se 5.2341 -5.6907 -0.0243  -0.613
Te 2.9044 -5.9497 -0.4838  0.788
Se 2.2713 -4.6772 -2.6128  -0.526
O 3.4865 -2.2806 -0.3889  -0.633
C 2.7529 -1.3135 -0.5831  0.771
O 1.5485 -1.4414 -1.0733  -0.825
C 3.1858 0.0803 -0.2706  -0.178
C 2.2477 1.1019 -0.3288  -0.115
C 2.5937 2.4250 -0.0592  -0.314
C 3.9064 2.6585 0.2692  0.303
O 4.5090 3.8569 0.5587  -0.502
C 5.8565 3.5486 0.8907  0.240
O 6.0635 2.1616 0.7016  -0.484
C 4.8408 1.6343 0.3473  0.198
C 4.5162 0.3300 0.0861  -0.201
H 1.2306 0.8421 -0.5874  0.236
H 1.8756 3.2326 -0.1078  0.220
H 6.0452 3.8138 1.9380  0.148
H 6.5305 4.1195 0.2445  0.153
H 5.2291 -0.4809 0.1447  0.256

Atomic forces in eV per Å
-0.4 0.6 -0.2
-0.2 0.0 0.1
0.2 -0.6 0.0
-0.6 1.0 -0.2
0.6 -0.1 0.1
-0.1 0.0 0.0
0.3 0.0 -0.1
-0.1 0.0 0.0
-0.1 0.0 0.0
0.0 0.1 0.0
-0.1 -0.1 0.0
0.0 0.0 0.0
0.2 0.0 0.1
0.0 0.0 -0.1
0.0 0.0 0.1
0.0 -0.1 0.0
0.0 0.1 0.0
0.0 -0.1 0.0
0.0 -0.1 -0.1
0.0 0.0 0.0
0.0 0.0 0.0
0.0 0.0 0.0
0.0 0.0 0.0
0.0 0.0 0.0
0.0 0.0 0.0
0.0 0.0 0.0
0.0 0.0 0.0
0.0 0.0 0.0
0.0 0.0 0.0
0.0 0.0 0.0
0.1 -0.1 -0.1
-0.2 0.1 0.0
0.1 -0.3 0.0
0.2 -0.1 0.2
-0.2 0.5 0.0
0.4 -0.4 0.0
-0.1 -0.5 0.3
-0.3 0.1 -0.1
0.0 0.0 0.0
0.1 0.2 0.1
0.1 -0.2 0.0
-0.1 0.0 0.0
0.2 0.3 0.2
0.0 -0.2 -0.1
-0.2 0.2 0.0
0.1 0.0 0.0
0.0 0.0 -0.1
0.0 0.0 0.0
-0.1 -0.1 0.0
-0.1 -0.1 -0.1
0.0 0.0 0.0

A molecular structure, C22H17IrN5O8. Source: OMol25; level of theory: wB97M-V/def2-TZVPD.

Calculated values
Charge = +2
Spin multiplicity = 2
Energy above the lowest of the compared OMol25 structures with the same formula, charge and spin = 8.1 kcal per mole
HOMO-LUMO gap (alpha / beta) = 8.6 / 6.3 eV
<S²> = 0.753

Each line ends with the natural charge from an NBO analysis.
Atoms and positions in Å:
Ir -0.1413 0.1553 0.2882  1.547
O 0.3521 -2.8733 -3.2795  -0.622
C 0.3237 -2.0001 -2.3023  0.783
O -0.2781 -2.1112 -1.2592  -0.590
C 1.1378 -0.7786 -2.5372  0.078
C 1.9332 -0.6167 -3.6520  -0.163
C 2.7065 0.5330 -3.7761  -0.105
C 2.6463 1.4729 -2.7667  -0.163
C 1.8141 1.2409 -1.6837  0.101
N 1.0630 0.1427 -1.5533  -0.432
C 1.7021 2.2515 -0.5781  0.730
O 2.3405 3.2602 -0.5626  -0.498
O 0.8360 1.8871 0.3502  -0.695
H -0.1880 -3.6516 -3.0576  0.533
H 1.9445 -1.3923 -4.4045  0.275
H 3.3398 0.6810 -4.6403  0.265
H 3.2185 2.3911 -2.7775  0.283
N 1.3178 -0.8073 1.4192  -0.744
C 1.2366 -0.3340 2.8052  0.072
C 2.1349 -0.6781 3.7709  -0.153
C 1.9653 -0.1995 5.0879  -0.171
C 0.9043 0.6004 5.4038  -0.130
C -0.0344 0.9711 4.4113  -0.098
C -1.1455 1.8073 4.6556  -0.031
C -1.9949 2.1337 3.6318  -0.255
C -1.7442 1.6377 2.3506  0.131
N -0.7193 0.8433 2.0980  -0.390
C 0.1479 0.4953 3.1020  0.227
H 2.2680 -0.6976 1.0678  0.424
H 1.1009 -1.8067 1.3947  0.437
H 2.9765 -1.3199 3.5384  0.247
H 2.6849 -0.4776 5.8446  0.257
H 0.7708 0.9649 6.4138  0.252
H -1.3146 2.1889 5.6547  0.255
H -2.8520 2.7721 3.7867  0.265
H -2.3874 1.8882 1.5194  0.227
C -1.5543 3.0464 -1.9146  -0.678
C -2.2602 1.8137 -1.4853  0.448
N -1.8020 0.8433 -0.7029  -0.487
C -2.8074 -0.0954 -0.5584  -0.051
C -3.8904 0.3110 -1.2648  0.083
N -3.5246 1.4997 -1.8318  -0.458
C -5.2551 -0.2579 -1.5013  0.758
O -5.5130 -1.4024 -0.9111  -0.632
O -6.0027 0.3477 -2.2167  -0.530
C -2.5717 -1.2784 0.2802  0.784
O -3.4095 -2.1283 0.4619  -0.538
O -1.3597 -1.3041 0.8270  -0.618
H -0.6143 3.1531 -1.3813  0.250
H -2.1645 3.9238 -1.6987  0.270
H -1.3657 3.0266 -2.9887  0.263
H -4.1528 2.0388 -2.4186  0.475
H -4.7790 -1.7483 -0.3473  0.511

Atomic forces in eV per Å
-0.1 0.1 0.0
0.0 0.0 0.0
0.0 0.1 0.1
0.0 -0.2 -0.1
0.0 0.0 0.0
0.0 0.0 0.0
0.0 0.0 0.0
0.0 0.0 0.0
0.0 0.0 0.0
0.0 0.0 0.0
0.1 -0.1 0.1
-0.1 0.0 0.0
0.1 0.0 0.1
0.0 0.0 0.0
0.0 0.0 0.0
0.0 0.0 0.0
0.0 0.0 0.0
0.1 0.1 0.1
0.0 0.0 0.0
0.0 0.0 0.0
0.0 0.0 0.0
0.0 0.0 0.0
0.0 0.0 0.0
0.0 0.0 0.0
0.0 0.0 0.0
0.0 0.0 0.0
0.1 0.0 0.1
0.0 0.0 0.0
0.0 0.0 0.0
0.0 0.0 -0.1
0.0 0.0 0.0
0.0 0.0 0.0
0.0 0.0 0.0
0.0 0.0 0.0
0.0 0.0 0.0
0.0 0.0 0.0
0.0 0.0 0.0
0.0 0.0 0.0
0.0 -0.2 0.0
0.0 0.0 -0.1
0.0 0.0 0.0
0.0 0.0 0.0
0.0 -0.2 0.0
-0.4 0.2 -0.2
0.0 0.0 0.0
0.0 0.0 0.0
0.4 -0.1 0.2
0.0 0.1 -0.1
0.0 0.0 0.0
0.0 0.0 0.0
0.0 0.0 0.0
0.0 0.0 0.0
0.0 0.0 0.0

A molecular structure, C22H17N7OS8W in a non-equilibrium geometry. Source: OMol25; level of theory: wB97M-V/def2-TZVPD.

Calculated values
Charge = 0
Spin multiplicity = 1
HOMO-LUMO gap (alpha / beta) = 6.5 / 6.3 eV

Each line ends with the natural charge from an NBO analysis.
Atoms and positions in Å:
W 1.4408 0.0130 -0.2988  0.516
C 3.7768 3.8453 -3.6486  -0.668
C 4.3675 2.9939 -2.5867  0.368
N 5.5940 2.9915 -2.1896  -0.235
N 5.6227 2.0357 -1.1931  -0.364
C 4.4460 1.4595 -0.9619  0.242
S 3.9434 0.3211 0.1634  0.045
N 3.6439 2.0650 -1.8526  -0.237
N 2.3095 1.6873 -1.9295  -0.590
H 4.5701 4.4117 -4.1288  0.263
H 3.0519 4.5433 -3.2245  0.242
H 3.2679 3.2374 -4.3999  0.243
H 6.4810 1.8444 -0.7073  0.434
H 2.1017 1.2249 -2.8081  0.427
H 1.7033 2.4898 -1.8161  0.413
S 2.1999 -1.8403 -1.7572  -0.031
C 0.8965 -1.4809 -2.8441  -0.210
S 0.0609 0.0001 -2.4222  -0.125
C 0.4998 -2.2831 -3.8762  -0.419
C -0.6321 -1.9256 -4.6877  0.293
N -1.5360 -1.6290 -5.3382  -0.326
C 1.1914 -3.5102 -4.1763  0.291
N 1.7454 -4.4923 -4.4143  -0.314
O 0.3718 2.8458 6.0345  -0.560
C 0.6038 2.3802 4.9506  0.196
S 1.3186 0.7716 4.6988  0.335
C 1.3603 0.8397 2.9499  -0.398
C 0.9125 1.9628 2.3727  -0.431
S 0.7506 2.1665 0.6452  -0.077
S 0.3332 3.2392 3.4227  0.336
S 1.9273 -0.5771 2.0944  -0.034
N -0.1522 -1.2380 0.1852  -1.096
S -0.9451 -1.3856 1.6094  1.135
C -2.1622 -2.6295 1.2175  -0.159
C -3.0142 -2.5200 0.1230  -0.229
C -3.8990 -3.5528 -0.1365  -0.193
C -3.9341 -4.6694 0.6935  -0.180
C -3.0792 -4.7654 1.7801  -0.190
C -2.1763 -3.7432 2.0437  -0.222
C -1.9846 0.0585 1.7946  -0.172
C -2.4235 0.3211 3.0843  -0.236
C -3.2298 1.4261 3.3045  -0.191
C -3.5661 2.2588 2.2439  -0.185
C -3.0893 1.9968 0.9648  -0.199
C -2.2823 0.8915 0.7310  -0.221
H -0.5371 -1.8549 -0.5166  0.408
H -2.9890 -1.6481 -0.5190  0.239
H -4.5635 -3.4846 -0.9883  0.230
H -4.6305 -5.4718 0.4847  0.225
H -3.1038 -5.6385 2.4187  0.225
H -1.4899 -3.8098 2.8806  0.234
H -2.1257 -0.3207 3.9084  0.232
H -3.5735 1.6494 4.3057  0.226
H -4.1831 3.1310 2.4213  0.223
H -3.3278 2.6635 0.1453  0.224
H -1.8624 0.7040 -0.2502  0.244

Atomic forces in eV per Å
0.1 1.0 0.3
0.0 -0.1 0.0
-0.2 0.0 0.0
0.0 -0.3 0.3
0.6 0.2 0.0
0.2 0.0 0.0
0.1 0.0 0.1
-0.4 0.2 -0.3
0.0 -0.4 0.1
0.0 0.0 0.0
0.0 0.0 0.0
0.0 0.0 0.0
0.0 0.0 0.0
0.0 -0.1 -0.2
-0.1 0.2 0.1
0.1 0.2 0.0
0.0 -0.1 -0.1
0.0 -0.1 0.2
-0.1 -0.3 -0.3
0.2 -0.1 0.0
0.1 0.0 0.1
-0.1 0.2 0.0
-0.1 0.2 0.0
0.0 -0.2 -0.3
0.1 0.2 0.2
0.0 0.0 0.0
0.1 -0.2 0.1
0.0 0.3 0.0
0.1 -0.9 -0.2
0.0 0.0 0.0
-0.3 0.1 -0.5
-0.1 0.1 0.4
-0.1 -0.1 -0.1
0.1 0.0 0.0
0.0 0.0 0.0
0.0 0.0 0.0
0.0 0.0 0.0
0.0 0.0 0.0
0.0 0.0 0.0
0.1 0.0 -0.1
0.0 0.0 0.1
0.0 0.0 0.0
0.0 0.0 -0.1
0.0 0.0 0.0
-0.1 0.0 0.0
-0.2 0.1 -0.2
0.0 0.0 0.0
0.0 0.0 0.0
0.0 0.0 0.0
0.0 0.0 0.0
0.0 0.0 -0.1
0.0 0.0 -0.1
0.0 0.0 0.0
0.0 0.0 0.0
0.0 0.0 0.0
-0.1 -0.1 0.0